Entry 1:
Density functional theory data (the ωB97M-V functional and the def2-TZVPD basis) for a molecular structure, C33H57BrCuN2O2Si at a distorted geometry.

Cartesian coordinates (Å):
O  0.8220  -1.5804  -1.0714
O  0.7822  -0.3799  -6.2428
C  2.2174  -1.8621  -1.2813
C  2.7992  -3.0131  -0.4471
H  2.7785  -0.9631  -1.0476
H  2.4076  -2.0417  -2.3373
H  2.6072  -2.8642  0.6111
H  3.8792  -3.0726  -0.5793
H  2.3849  -3.9781  -0.7358
C  -0.0411  -2.7005  -1.3026
C  -0.0396  -3.3201  -2.7012
H  -1.0514  -2.3656  -1.0939
H  0.1804  -3.4885  -0.5859
H  -0.4693  -2.6318  -3.4194
H  -0.6582  -4.2169  -2.7181
H  0.9561  -3.6067  -3.0337
C  -0.2266  0.2563  -7.0309
C  1.7708  -1.1072  -6.9751
C  -1.5483  -0.5042  -6.9046
H  0.0633  0.3724  -8.0772
H  -0.3760  1.2681  -6.6580
H  -1.4647  -1.5236  -7.2770
H  -2.3385  -0.0051  -7.4642
H  -1.8592  -0.5536  -5.8619
C  1.2074  -2.2764  -7.7960
H  2.4886  -1.5034  -6.2591
H  2.3349  -0.4336  -7.6207
H  0.6288  -2.9560  -7.1723
H  2.0151  -2.8509  -8.2492
H  0.5641  -1.9281  -8.6031
H  1.4012  1.6262  -4.3839
N  -0.8491  -0.9412  1.5776
C  -1.5989  -0.3992  2.4797
C  -2.3064  0.8254  2.2370
C  -2.2738  1.6076  1.1433
C  -1.9263  -1.0179  3.8472
H  -1.0593  -1.5057  4.2891
H  -2.7160  -1.7619  3.7507
H  -2.2539  -0.2760  4.5752
C  -3.1873  2.8318  1.0846
H  -3.8292  2.8035  0.2043
H  -2.6103  3.7518  1.0652
H  -3.8453  2.8905  1.9513
N  -1.4696  1.3728  0.0394
C  -0.5236  -2.3084  1.7780
C  0.6313  -2.7208  2.4902
C  1.5984  -1.7351  3.1285
C  0.8959  -4.0761  2.7061
H  1.7902  -4.3790  3.2322
C  0.0027  -5.0487  2.2795
H  0.2122  -6.0937  2.4574
C  -1.1821  -4.6700  1.6648
H  -1.8914  -5.4322  1.3750
C  -1.4634  -3.3206  1.4360
C  -2.8160  -3.0041  0.7988
C  -1.7591  1.9381  -1.2252
C  -1.2238  3.1930  -1.5912
C  -0.2565  3.9442  -0.6873
C  -1.5504  3.7564  -2.8284
H  -1.1331  4.7090  -3.1206
C  -2.4144  3.0976  -3.6977
H  -2.6625  3.5412  -4.6508
C  -2.9634  1.8707  -3.3369
H  -3.6392  1.3753  -4.0183
C  -2.6464  1.2860  -2.1069
C  -3.2895  -0.0451  -1.7473
Cu  0.0000  0.0000  0.0000
H  2.5506  -1.7134  2.6004
H  1.8094  -2.0323  4.1560
H  1.1875  -0.7299  3.1840
H  -2.8685  -1.9987  0.3842
H  -3.6152  -3.1204  1.5305
H  -3.0165  -3.6890  -0.0257
H  0.2918  4.7200  -1.2196
H  0.4747  3.2441  -0.2899
H  -0.7650  4.4010  0.1577
H  -3.7619  0.0194  -0.7669
H  -2.5237  -0.8150  -1.6956
H  -4.0519  -0.3510  -2.4636
H  -2.9605  1.1185  3.0424
C  1.4537  2.6744  -4.1731
Si  2.9552  3.5106  -4.9660
H  0.5927  3.0678  -4.6959
H  1.3725  3.0044  -3.1687
C  4.4821  2.4218  -4.9437
C  3.3834  5.0906  -4.0629
C  2.5953  4.0289  -6.7326
H  3.3909  4.6627  -7.1221
H  1.6655  4.5939  -6.7898
H  2.5073  3.1737  -7.3964
H  4.8455  2.2717  -3.9283
H  5.2912  2.8774  -5.5127
H  4.2837  1.4459  -5.3795
H  3.4028  4.9345  -2.9881
H  2.6585  5.8719  -4.2791
H  4.3624  5.4619  -4.3623
Br  1.9356  1.1754  0.9102

## Properties
HOMO (alpha / beta)   -7.71 / -7.61 eV
Relative energy (zero: lowest compared OMol25 entry of this formula, charge and spin)   0.6203 eV
Spin multiplicity   2
<S²>   0.755
F_max   3.56 eV/A
HOMO-LUMO gap (alpha / beta)   8.26 / 6.41 eV

Entry 2:
Density functional theory data (the ωB97M-V functional and the def2-TZVPD basis) for 4 unconnected molecules or ions with the total composition C33H57BrNO17P2S4 at a distorted geometry.

Cartesian coordinates (Å):
C  -0.2010  2.5695  1.5983
C  -0.1670  2.6890  0.0037
C  1.3472  2.5188  -0.4159
C  1.5963  1.3543  -1.4870
P  0.3363  1.7538  -2.8806
P  0.7096  3.7588  -3.6309
O  2.0237  4.3433  -3.2039
O  0.7831  3.5953  -5.2895
O  -0.5062  4.8305  -3.3417
N  1.1768  0.0160  -0.9579
C  2.2615  -0.8118  -0.3684
S  1.7132  -2.5589  -0.0104
C  2.5399  -0.1949  1.0936
O  3.2788  -1.1750  1.8780
C  4.1964  -0.4013  2.6565
C  5.5589  -0.2063  2.1452
C  6.5203  0.6148  2.8856
C  6.0848  1.2521  4.1404
C  4.7355  1.0322  4.6479
C  3.7595  0.2099  3.9120
C  3.6517  -0.7296  -1.1195
C  3.7916  -1.6504  -2.3980
C  2.4904  -1.8984  -3.2348
O  2.9138  -2.4078  -4.5454
C  2.2847  -1.6344  -5.5409
O  1.3241  -2.0770  -6.1021
O  4.0529  0.6398  -1.2914
C  3.1225  1.4748  -1.9437
Br  3.4053  1.4122  -3.9338
O  -0.7306  3.9623  -0.3070
C  -2.0848  3.8497  -0.7898
C  -3.1045  3.3010  0.2484
C  -3.7845  2.0411  -0.1059
C  -4.7374  1.3946  0.8032
C  -5.0095  2.0827  2.0729
C  -4.3529  3.3440  2.4361
C  -3.3973  3.9732  1.5156
H  0.3741  1.6801  1.9756
H  0.2964  3.4728  2.0588
H  -1.2383  2.4861  2.0021
H  -0.8456  1.8571  -0.3533
H  1.6624  3.4975  -0.8873
H  1.9742  2.4084  0.5019
H  0.5404  0.8573  -3.9857
H  1.0871  4.4479  -5.6593
H  -0.1455  5.4135  -2.6353
H  0.4318  0.0792  -0.2358
H  0.7203  -0.4892  -1.7435
H  2.7973  -3.2693  0.4495
H  3.1791  0.7194  1.0636
H  1.5524  -0.0676  1.6130
H  5.8683  -0.6844  1.1815
H  7.5594  0.7811  2.5083
H  6.7700  1.9016  4.7371
H  4.3686  1.4960  5.5988
H  2.7179  0.0536  4.2787
H  4.3842  -1.1557  -0.3747
H  4.6019  -1.3053  -3.0994
H  4.1402  -2.6617  -2.0354
H  1.8645  -0.9898  -3.4452
H  1.8087  -2.6902  -2.8205
H  2.6577  -0.6215  -5.8487
H  3.4308  2.5275  -1.6943
H  -2.4081  4.8976  -1.0575
H  -2.1010  3.2678  -1.7493
H  -3.5283  1.5639  -1.0859
H  -5.2033  0.4289  0.5106
H  -5.7486  1.5947  2.7450
H  -4.6100  3.7678  3.4299
H  -2.8934  4.9254  1.8185
O  -2.3874  -1.5954  3.3392
S  -2.7123  -2.4681  2.2445
O  -3.9308  -2.3339  1.5068
O  -2.5607  -3.9875  2.7258
C  -3.3157  -4.4205  3.8708
C  -4.7867  -4.5992  3.5465
C  -1.3620  -2.4579  1.1050
H  -3.1749  -3.7270  4.7035
H  -2.8968  -5.3797  4.1762
H  -5.2566  -3.6454  3.3028
H  -5.3186  -5.0267  4.3974
H  -4.9130  -5.2520  2.6812
H  -0.4350  -2.5941  1.6546
H  -1.3646  -1.4902  0.6018
H  -1.5067  -3.2544  0.3769
O  -3.8181  -0.6280  -7.8081
S  -3.1539  -0.1805  -8.9982
O  -3.0710  -1.0001  -10.1682
O  -1.6755  0.3195  -8.6074
C  -0.8094  -0.5981  -7.9260
C  -0.2748  -1.6723  -8.8548
C  -3.8079  1.3927  -9.4647
H  -1.3223  -1.0368  -7.0661
H  0.0252  -0.0111  -7.5387
H  -1.0761  -2.3226  -9.2078
H  0.4589  -2.2929  -8.3427
H  0.1882  -1.2228  -9.7354
H  -3.8425  2.0380  -8.5895
H  -4.8127  1.2276  -9.8509
H  -3.1773  1.8199  -10.2420
O  0.0073  0.0475  6.6879
S  -1.0179  -0.7951  7.2404
O  -1.6292  -0.5065  8.5028
O  -0.4856  -2.3141  7.2568
C  0.7439  -2.5954  7.9397
C  0.5759  -2.5655  9.4473
C  -2.2888  -1.0158  6.0362
H  1.5264  -1.9047  7.6148
H  1.0498  -3.5969  7.6333
H  0.3369  -1.5609  9.7981
H  1.4943  -2.8839  9.9433
H  -0.2421  -3.2187  9.7559
H  -1.8348  -1.2705  5.0831
H  -2.8323  -0.0752  5.9541
H  -2.9612  -1.8030  6.3731

## Properties
HOMO   -11.30 eV
Relative energy (zero: lowest compared OMol25 entry of this formula, charge and spin)   3.7620 eV
Total charge   +1
F_max   4.86 eV/A
HOMO-LUMO gap   8.10 eV

Which of these has the lowest relative energy (zero: lowest compared OMol25 entry of this formula, charge and spin)?
C33H57BrCuN2O2Si